Record 1
{
  "formula": "H2NO4S2",
  "method": "the ωB97M-V functional and the def2-TZVPD basis",
  "total_energy_ev": -31382.2559,
  "de_lowest_ev": 1.617,
  "spin_multiplicity": 1,
  "total_charge": -1,
  "e_homo_ev": -3.8,
  "symbols": ["N", "O", "O", "O", "O", "S", "S", "H", "H"],
  "xyz": [[-2.67785, -1.79075, 0.47118], [2.67066, 1.24619, 0.33275], [-0.22114, 1.56220, 0.27555], [0.48876, -0.29246, -1.08096], [-2.41650, -0.71744, -0.19248], [-1.51976, -2.71563, 1.09227], [-0.55663, 0.66191, -0.81265], [2.49509, 0.59342, -0.36114], [1.73738, 1.45256, 0.27548]],
  "forces_ev_per_angstrom": [[-0.40, 1.37, -1.02], [-0.24, -0.50, -0.99], [-0.42, 0.05, -0.10], [0.11, -0.10, -0.44], [0.07, -0.94, 0.86], [0.52, -0.01, 0.13], [-0.07, -0.36, 0.37], [1.27, -0.72, -0.11], [-0.84, 1.22, 1.29]]
}



Record 2
{
  "formula": "C20H16IrN4O4S3Se",
  "method": "the ωB97M-V functional and the def2-TZVPD basis",
  "total_energy_ev": -135841.2100,
  "s2": 6.064,
  "de_lowest_ev": 0.000,
  "spin_multiplicity": 5,
  "total_charge": -1,
  "e_homo_ev": [-4.1, -5.2],
  "symbols": ["Ir", "C", "C", "C", "C", "C", "C", "C", "S", "O", "O", "N", "C", "C", "O", "O", "H", "H", "H", "H", "H", "H", "H", "H", "H", "S", "C", "C", "C", "C", "C", "C", "S", "H", "H", "H", "H", "Se", "N", "C", "C", "C", "C", "N", "C", "N", "H", "H", "H"],
  "xyz": [[8.65773, -4.02923, 12.71931], [8.20655, -4.49773, 19.94527], [8.08657, -5.05150, 18.51139], [9.23251, -5.48835, 17.89461], [9.22818, -6.03998, 16.62584], [8.00918, -6.04666, 15.92075], [6.83970, -5.52142, 16.45643], [6.90453, -4.99150, 17.78033], [8.07992, -6.74820, 14.32699], [6.73851, -6.60384, 13.84454], [8.66957, -8.05905, 14.49725], [8.98916, -5.82792, 13.41452], [10.36569, -6.33188, 13.20560], [11.11955, -5.36535, 12.27788], [12.24600, -5.64098, 11.98496], [10.53962, -4.25330, 11.96357], [8.11926, -5.34044, 20.68646], [7.25868, -3.98488, 20.25185], [9.09802, -3.92175, 20.14245], [10.08405, -5.57143, 18.56407], [10.20291, -6.39334, 16.19764], [5.99602, -5.48925, 15.80299], [6.01011, -4.69162, 18.24313], [10.41764, -7.32953, 12.83676], [10.99152, -6.37327, 14.06251], [9.10663, -2.68150, 14.65988], [7.58906, -2.41214, 15.51089], [7.55105, -1.84959, 16.79456], [6.31711, -1.68283, 17.37907], [5.10186, -2.01183, 16.70689], [5.16883, -2.64131, 15.51212], [6.42935, -2.80847, 14.92568], [6.39170, -3.53211, 13.29955], [8.43166, -1.58250, 17.34333], [6.33717, -1.17177, 18.32232], [4.18654, -1.97473, 17.26909], [4.25851, -2.95922, 15.13714], [4.44403, 0.11078, 12.03617], [5.74228, 0.13941, 10.91618], [6.89286, -0.48635, 10.81622], [7.97641, -0.02079, 9.96734], [9.11470, -0.78696, 9.81613], [9.25423, -1.94215, 10.60458], [8.29786, -2.42891, 11.44091], [7.15796, -1.74048, 11.60437], [6.20460, -2.14252, 12.45617], [7.97266, 0.90646, 9.41066], [9.93737, -0.58799, 9.15456], [10.10221, -2.65930, 10.64602]],
  "forces_ev_per_angstrom": [[-1.34, 1.41, 0.20], [-2.36, -1.53, 0.47], [-0.63, 1.46, 0.60], [0.69, -1.15, 0.30], [0.41, 0.35, 0.01], [1.32, 0.26, 0.70], [1.56, 0.36, 1.25], [0.52, -1.50, -1.38], [-1.42, -0.61, 0.26], [-0.78, -0.39, -0.35], [0.01, 0.46, -0.36], [1.81, -0.91, 0.02], [-0.42, 1.46, -1.05], [-0.59, -0.48, 0.94], [1.61, -0.40, -0.73], [-0.63, 0.15, -0.09], [0.74, 0.40, -0.68], [0.94, 0.34, -0.61], [0.09, 0.20, -0.07], [0.41, 0.19, -0.49], [-1.33, 0.17, 0.29], [-0.67, -0.05, 0.10], [-1.00, 0.68, 0.48], [-0.32, -0.68, -0.67], [0.27, 0.27, 1.31], [0.65, 0.16, 0.34], [1.37, -0.15, -0.13], [-0.92, -0.29, -0.40], [-0.45, 0.58, -0.66], [1.49, 0.07, 2.26], [1.67, 0.59, 0.47], [-1.70, -0.60, -0.72], [1.20, -1.07, -0.11], [0.45, 0.07, -0.06], [-0.45, -0.05, 0.53], [-0.37, 0.35, -0.05], [-1.34, -0.83, -1.41], [-0.36, -0.31, 0.30], [0.81, 0.61, -0.46], [1.21, -0.43, -0.17], [-0.82, -0.51, 0.34], [0.31, -1.89, 1.47], [0.43, -1.07, -0.18], [0.73, 0.52, -0.16], [-2.24, 0.27, 0.93], [0.36, 1.78, -1.92], [-0.74, 0.10, 0.13], [0.03, 0.50, -0.14], [-0.22, 1.14, -0.65]]
}



Record 3
{
  "formula": "C37H37Cl2GaIN5O2P",
  "method": "the ωB97M-V functional and the def2-TZVPD basis",
  "total_energy_ev": -145322.1997,
  "de_lowest_ev": 1.408,
  "spin_multiplicity": 1,
  "total_charge": 1,
  "e_homo_ev": -10.3,
  "symbols": ["Ga", "Cl", "C", "C", "C", "N", "C", "O", "C", "C", "C", "C", "C", "N", "C", "C", "C", "Cl", "N", "C", "O", "C", "C", "C", "C", "C", "N", "H", "H", "H", "H", "H", "H", "H", "H", "H", "H", "I", "C", "C", "C", "C", "C", "N", "H", "H", "H", "H", "C", "C", "C", "C", "P", "C", "C", "C", "C", "C", "C", "C", "C", "C", "C", "H", "H", "H", "H", "H", "H", "H", "H", "H", "H", "H", "H", "H", "H", "H", "H", "H", "H", "H", "H", "H", "H", "H"],
  "xyz": [[0.67311, -0.07145, -0.21076], [-0.75278, -6.26377, -2.27588], [-0.48248, -4.55988, -2.23278], [0.39371, -3.99592, -1.32159], [0.58604, -2.59177, -1.29966], [1.26147, -1.85996, -0.25826], [2.15969, -2.34801, 0.62725], [2.54276, -3.47269, 0.81815], [2.81156, -1.17619, 1.37081], [3.92784, -1.37524, 2.14820], [4.59501, -0.29554, 2.72325], [4.16480, 0.96094, 2.38598], [3.05744, 1.10396, 1.53518], [2.34442, 0.07506, 1.10162], [-0.04760, -1.77679, -2.23472], [-0.93129, -2.36759, -3.14372], [-1.12782, -3.74468, -3.18058], [-2.12468, -4.40470, -4.40599], [0.08602, -0.39892, -2.01797], [0.14391, 0.35722, -3.15308], [0.28259, -0.09520, -4.30281], [0.02384, 1.85860, -3.08744], [0.06687, 2.55884, -4.28345], [-0.29492, 3.90704, -4.35781], [-0.71522, 4.48886, -3.19281], [-0.80773, 3.72735, -2.01958], [-0.41660, 2.46032, -1.94613], [0.91922, -4.60209, -0.54245], [4.19784, -2.42388, 2.34008], [5.48511, -0.46520, 3.33941], [4.63725, 1.85694, 2.80928], [2.71654, 2.12714, 1.32740], [-1.43640, -1.80316, -3.88170], [0.26892, 2.03878, -5.24495], [-0.23263, 4.47238, -5.29300], [-1.14044, 5.53146, -3.15347], [-1.23957, 4.18737, -1.09110], [2.16982, 4.22423, -0.22937], [3.01700, 2.70643, -1.48105], [4.06110, 3.06837, -2.31984], [4.56312, 2.05377, -3.13311], [4.08645, 0.79007, -3.06947], [3.08678, 0.51831, -2.15918], [2.52406, 1.45282, -1.41635], [4.38139, 4.06702, -2.30370], [5.34396, 2.31533, -3.83760], [4.43379, -0.02563, -3.69939], [2.73185, -0.49913, -2.04147], [-4.12706, -0.17038, 1.36231], [-2.97245, 0.42622, 0.59979], [-3.01437, 1.94695, 0.40510], [-2.95624, -0.18754, -0.86242], [-1.35627, -0.10754, 1.32987], [-1.65186, -1.82059, 1.88086], [-1.72830, -2.81392, 0.95398], [-2.02209, -4.11947, 1.33232], [-2.07313, -4.47889, 2.67035], [-1.97119, -3.46821, 3.63825], [-1.84549, -2.13693, 3.23087], [-0.90750, 0.98032, 2.78187], [0.21737, 0.24757, 3.51226], [-0.37527, 2.32385, 2.12336], [-2.07651, 1.32345, 3.72648], [-5.03307, 0.28456, 0.89986], [-4.12712, 0.04373, 2.42549], [-4.16795, -1.21298, 1.20417], [-3.80366, 2.18066, -0.34752], [-2.04652, 2.34042, -0.06218], [-3.24301, 2.53790, 1.26241], [-3.90408, -0.02072, -1.31284], [-2.80049, -1.29095, -0.83992], [-2.18794, 0.35126, -1.45583], [-1.59586, -2.60904, -0.10439], [-2.02605, -4.85628, 0.54943], [-2.31910, -5.52790, 2.83965], [-1.99452, -3.76429, 4.66007], [-1.71996, -1.42709, 4.06780], [0.92958, 1.00734, 3.80241], [0.74333, -0.35920, 2.82921], [-0.13159, -0.23472, 4.40520], [0.18963, 2.17053, 1.19907], [0.30084, 2.84115, 2.79387], [-1.20130, 2.97009, 1.86825], [-2.63790, 0.47781, 4.16442], [-2.77288, 1.96992, 3.24472], [-1.58517, 1.89170, 4.51698]],
  "forces_ev_per_angstrom": [[-0.25, 0.49, 0.19], [0.14, -0.02, 0.24], [0.12, 0.23, -0.53], [0.66, 0.32, 1.15], [0.24, -0.91, 0.81], [-0.11, -1.44, -0.70], [-0.25, 1.13, -0.21], [0.11, -0.73, 0.06], [-0.17, 0.40, -0.33], [-0.12, -0.98, 0.53], [0.45, -0.68, -0.25], [-0.31, 0.88, -0.08], [0.07, 0.92, 1.21], [0.37, -0.52, -0.41], [-0.49, -0.97, 0.60], [0.52, -0.68, 0.19], [0.61, 0.47, 0.73], [-0.21, -0.07, -0.08], [-0.08, 1.16, -1.04], [0.70, 0.05, -1.75], [-0.28, 0.06, 1.73], [-1.22, 0.96, 0.70], [0.14, -0.24, -1.64], [0.56, -0.34, 0.15], [-1.41, 1.58, 0.92], [0.02, 0.23, 0.35], [0.21, -0.62, -0.39], [-0.64, 0.51, -0.93], [0.04, 0.60, -0.18], [-0.50, 0.14, -0.12], [-0.20, -0.41, -0.41], [-0.02, -0.71, -0.11], [-0.33, 0.66, -0.48], [0.11, 0.21, 1.10], [-0.13, -0.35, 0.35], [0.74, -1.16, -0.16], [0.55, -0.49, -0.93], [0.33, -0.39, -0.49], [-0.42, -0.43, 0.07], [-1.20, -1.57, 0.55], [0.97, 1.73, -0.59], [-0.28, -1.38, -0.07], [0.12, -0.30, -0.26], [-0.28, 1.00, 0.91], [0.65, 1.03, -0.26], [0.03, -0.09, 0.00], [0.14, 0.32, 0.10], [-0.16, 0.02, -0.04], [-0.97, 1.63, -0.37], [0.96, -0.22, -1.58], [0.64, 0.38, -1.90], [1.08, -0.03, 1.02], [0.27, 0.38, 0.06], [0.09, 1.33, 1.15], [-0.35, -0.91, -1.02], [0.89, 0.24, -0.03], [-0.73, 0.30, -0.66], [-0.25, -0.35, -1.36], [0.85, -0.52, 1.40], [-0.38, 0.25, -1.01], [-0.22, 1.69, 0.19], [-0.22, -0.99, 0.37], [0.82, -0.38, 0.28], [0.32, -0.38, 0.49], [-0.04, 0.06, 0.13], [-0.12, -1.22, -0.04], [0.40, -0.23, 0.47], [-1.29, -0.69, 0.65], [-0.13, 0.21, 0.82], [-0.98, 0.23, -0.36], [0.04, 0.92, -0.20], [-0.43, -0.64, 0.27], [0.08, -0.07, 0.21], [-0.29, -0.34, -0.09], [0.39, 0.33, 0.64], [-0.11, 0.19, 0.73], [-0.31, -0.23, -0.94], [0.33, 0.20, 0.42], [0.56, -1.27, -0.28], [0.05, -0.54, 0.16], [-0.02, -0.14, 0.01], [0.01, 0.10, 0.36], [-0.09, 0.24, 0.05], [0.54, 0.31, -0.26], [-0.59, 0.47, -0.30], [-0.34, 0.04, 0.34]]
}



Record 4
{
  "formula": "C25H52BN3O14S",
  "method": "the ωB97M-V functional and the def2-TZVPD basis",
  "total_energy_ev": -71411.1544,
  "de_lowest_ev": 0.749,
  "spin_multiplicity": 1,
  "smiles": "C[C@@H](O)CNCCO[C@H]1OS(=O)(=O)O[C@@]1(CON=O)B(O)N(C)C.CC(C)=O.CC(C)=O.CC(C)=O.CC(C)=O.CC(C)=O",
  "e_homo_ev": -9.1,
  "symbols": ["C", "C", "O", "C", "N", "C", "C", "O", "C", "O", "S", "O", "O", "O", "C", "C", "O", "N", "O", "B", "O", "N", "C", "C", "H", "H", "H", "H", "H", "H", "H", "H", "H", "H", "H", "H", "H", "H", "H", "H", "H", "H", "H", "H", "H", "H", "C", "C", "O", "C", "H", "H", "H", "H", "H", "H", "C", "C", "O", "C", "H", "H", "H", "H", "H", "H", "C", "C", "O", "C", "H", "H", "H", "H", "H", "H", "C", "C", "O", "C", "H", "H", "H", "H", "H", "H", "C", "C", "O", "C", "H", "H", "H", "H", "H", "H"],
  "xyz": [[4.01827, 2.89081, 1.32984], [3.80566, 3.39794, -0.07919], [4.76344, 4.41617, -0.41046], [3.81978, 2.32179, -1.17720], [4.42221, 1.02533, -0.81520], [3.48521, -0.10275, -1.01782], [2.63709, -0.19097, 0.24256], [1.48706, -1.05411, 0.23023], [0.76874, -1.21348, -0.91445], [0.13101, -2.52738, -0.75012], [-1.36157, -2.43450, -0.28190], [-2.10868, -3.51092, -0.81857], [-1.57195, -2.32894, 1.11600], [-1.67897, -1.05209, -0.99642], [-0.45670, -0.29851, -1.19313], [-0.55494, 0.05182, -2.68572], [0.67054, 0.60884, -3.13205], [0.62687, 0.78877, -4.55597], [0.67064, 1.90485, -4.83280], [-0.66771, 1.11961, -0.46206], [0.35408, 1.91573, -0.01529], [-2.05113, 1.56786, -0.37333], [-2.67277, 1.09718, 0.88771], [-2.12395, 3.03737, -0.43364], [3.07969, 2.59203, 1.77721], [4.73404, 2.08660, 1.40396], [4.37706, 3.71723, 1.92886], [2.81542, 3.84255, -0.09851], [4.33764, 5.26534, -0.22923], [4.38965, 2.74584, -1.99394], [2.80611, 2.21133, -1.54143], [5.13408, 0.86401, -1.51551], [4.10272, -0.98315, -1.09604], [2.92693, 0.08592, -1.92645], [3.28881, -0.58715, 1.00761], [2.41182, 0.80513, 0.57266], [1.29697, -1.36358, -1.84577], [-0.89368, -0.79831, -3.27222], [-1.32694, 0.81272, -2.77643], [0.35684, 1.98695, 0.95314], [-2.65236, 1.85302, 1.66462], [-2.22088, 0.16552, 1.20856], [-3.71578, 0.86563, 0.69960], [-1.74121, 3.50632, 0.46767], [-1.60213, 3.41354, -1.30043], [-3.16498, 3.32368, -0.50413], [-1.84202, -5.85802, 1.07948], [-1.95425, -7.35480, 1.21604], [-0.99380, -8.05126, 1.44612], [-3.33391, -7.95008, 1.04833], [-0.80397, -5.56522, 1.22004], [-2.16405, -5.54396, 0.09213], [-2.45273, -5.36554, 1.83885], [-3.72223, -7.72065, 0.05464], [-4.01264, -7.54217, 1.79994], [-3.28125, -9.02935, 1.16835], [-7.07793, 2.93623, -2.59977], [-5.84662, 2.58933, -1.79952], [-5.51118, 3.24908, -0.84302], [-5.05471, 1.38422, -2.24910], [-7.55117, 3.81743, -2.17403], [-6.80422, 3.14368, -3.63531], [-7.78482, 2.10566, -2.57658], [-4.70395, 1.53070, -3.27234], [-5.68111, 0.49130, -2.21162], [-4.19293, 1.24319, -1.59891], [7.64491, -1.63121, -0.42523], [7.09484, -1.96883, -1.78827], [6.16233, -1.35805, -2.25746], [7.75513, -3.09814, -2.53803], [7.07945, -0.80425, -0.00040], [7.56344, -2.49600, 0.23505], [8.69347, -1.34133, -0.50677], [7.67811, -4.02269, -1.96418], [8.80816, -2.86854, -2.70655], [7.26299, -3.23364, -3.49775], [-5.82589, -4.73805, 3.17212], [-6.52067, -4.76874, 1.83120], [-7.61396, -5.26414, 1.69796], [-5.78166, -4.15249, 0.66958], [-6.45872, -5.21099, 3.91898], [-4.87787, -5.27601, 3.11549], [-5.63181, -3.70660, 3.46973], [-4.83188, -4.66756, 0.51324], [-5.58679, -3.09715, 0.86687], [-6.38430, -4.23932, -0.23121], [3.61644, 6.68591, 3.38748], [2.20461, 6.15861, 3.47935], [1.94595, 5.00083, 3.25150], [1.13091, 7.14524, 3.86936], [4.28797, 5.88048, 3.10041], [3.67176, 7.47949, 2.64046], [3.93086, 7.08332, 4.35345], [1.08582, 7.95670, 3.14142], [1.34527, 7.56109, 4.85487], [0.16853, 6.64074, 3.89873]],
  "forces_ev_per_angstrom": [[0.13, 0.28, 0.19], [-0.15, -0.16, 0.05], [-0.16, 0.26, -0.04], [0.39, 0.08, 0.39], [-0.32, -0.14, -0.71], [0.37, 0.67, 0.68], [0.64, -0.25, -0.17], [0.19, 0.73, -0.13], [-1.32, -1.20, 0.08], [0.05, -0.07, 0.09], [-1.07, -0.79, 0.48], [0.04, 0.05, -1.64], [0.94, 1.08, 0.83], [0.14, -0.67, 0.37], [0.17, 0.98, -0.49], [-0.21, 0.21, -0.11], [0.32, 0.22, 0.69], [-0.51, -0.59, -0.43], [0.37, 0.51, -0.10], [-0.65, 0.02, 0.61], [0.70, -0.53, 0.05], [0.91, 0.56, 0.64], [-0.55, -0.59, -1.00], [-0.63, -0.32, 0.11], [-0.24, -0.25, 0.11], [0.18, -0.25, -0.14], [0.05, 0.22, 0.20], [-0.23, 0.27, -0.11], [0.31, -0.26, -0.04], [0.13, 0.19, -0.25], [-0.38, -0.29, -0.06], [0.35, -0.15, 0.29], [-0.06, -0.41, -0.37], [-0.41, -0.30, -0.27], [0.03, -0.31, 0.31], [-0.69, 0.41, -0.05], [0.78, 0.32, 0.08], [0.31, -0.41, -0.13], [-0.30, 0.09, -0.11], [-0.08, 0.44, -0.36], [0.33, 0.15, 0.24], [0.16, -0.09, 0.32], [-0.35, 0.03, 0.06], [0.33, 0.19, 0.19], [0.24, 0.13, -0.23], [-0.30, 0.09, -0.13], [0.28, -0.34, 0.21], [-0.02, 0.04, 0.04], [0.04, -0.05, 0.00], [0.11, -0.17, 0.03], [0.01, 0.04, 0.01], [-0.18, 0.06, 0.01], [-0.10, 0.08, -0.13], [-0.08, 0.10, 0.05], [-0.06, 0.08, -0.09], [0.01, -0.01, 0.01], [-0.01, 0.16, 0.16], [0.00, -0.05, -0.04], [-0.02, 0.01, 0.03], [0.11, 0.09, 0.23], [0.00, 0.01, 0.01], [-0.04, -0.13, -0.05], [0.04, -0.04, -0.13], [-0.11, -0.08, -0.06], [-0.03, 0.00, -0.15], [0.04, 0.00, -0.02], [-0.17, 0.16, -0.01], [0.07, -0.01, 0.08], [-0.05, 0.06, -0.12], [-0.17, 0.06, -0.15], [-0.01, 0.01, -0.01], [0.14, -0.03, -0.02], [0.05, -0.13, 0.05], [0.14, 0.01, 0.05], [0.04, -0.08, 0.11], [-0.01, 0.01, -0.01], [-0.19, -0.11, 0.05], [0.04, 0.02, 0.00], [-0.06, -0.03, 0.00], [-0.17, -0.08, -0.11], [-0.02, -0.01, 0.00], [0.08, 0.13, -0.01], [0.15, -0.01, -0.04], [0.10, 0.15, 0.06], [0.17, -0.03, 0.04], [-0.02, -0.02, 0.00], [0.02, -0.22, -0.06], [-0.01, 0.05, 0.02], [-0.03, -0.09, -0.06], [-0.11, -0.18, -0.03], [0.00, -0.02, 0.00], [0.00, 0.11, 0.10], [-0.02, 0.13, -0.04], [0.07, 0.09, 0.09], [0.05, 0.12, -0.05], [0.00, -0.02, 0.00]]
}